No. 1
Formula: C19H54InN2O25P6S
Source: the Open Molecules 2025 dataset
Level of theory: ωB97M-V/def2-TZVPD

electronic energy = -146493.9536 eV
F_max = 5.8 eV/A
total charge = -1
relative energy (zero: lowest compared OMol25 entry of this formula, charge and spin) = 0.0 kJ/mol

```
108
Properties=species:S:1:pos:R:3:mulliken_charge:R:1
N 2.41 3.26 2.00 -0.781
C 1.30 3.74 1.61 0.194
C 0.20 2.82 1.18 -0.868
In -1.63 3.80 0.50 0.884
C -3.28 2.29 0.73 -0.747
C -4.60 2.88 0.87 -0.142
O -5.11 3.20 1.92 -0.528
O -1.50 4.20 -1.62 -0.406
N -0.83 5.29 -1.85 0.191
O -0.08 5.61 -0.95 -0.366
P -2.17 5.96 1.77 0.241
O -3.64 6.54 1.38 -0.469
O -1.09 7.14 1.53 -0.407
S -2.26 5.46 3.65 -0.447
H 3.05 4.02 2.25 0.283
H 1.16 4.83 1.61 0.262
H 0.53 2.13 0.40 0.321
H -0.07 2.23 2.06 0.243
H -3.19 1.61 -0.12 0.365
H -3.06 1.69 1.62 0.251
H -5.14 3.09 -0.08 0.303
H -3.89 6.25 0.49 0.316
H -1.28 7.89 2.11 0.317
C -4.59 -4.50 -2.08 -0.696
O -3.86 -3.46 -1.41 -0.270
P -4.42 -2.90 0.02 0.948
O -3.61 -1.70 0.27 -0.502
O -3.92 -4.23 0.81 -0.370
C -2.52 -4.40 1.01 -0.478
O -5.68 -2.84 1.02 -0.297
C -6.56 -1.69 0.88 -0.692
H -4.00 -4.81 -2.94 0.233
H -4.73 -5.36 -1.42 0.324
H -5.55 -4.14 -2.43 0.275
H -1.97 -3.48 0.88 0.335
H -2.14 -5.15 0.31 0.230
H -2.37 -4.77 2.02 0.069
H -6.77 -1.47 -0.16 0.332
H -6.10 -0.83 1.35 0.298
H -7.49 -1.94 1.39 0.246
C -0.02 6.92 10.89 -0.654
O -0.84 5.99 10.16 -0.275
P -0.41 5.61 8.63 1.059
O -1.57 4.89 8.10 -0.662
O 0.84 4.67 9.06 -0.348
C 0.54 3.38 9.58 -0.699
O 0.43 6.22 7.42 -0.257
C -0.24 7.16 6.54 -0.635
H -0.39 6.95 11.91 0.228
H 1.02 6.59 10.90 0.322
H -0.08 7.91 10.46 0.260
H -0.47 3.06 9.34 0.355
H 0.67 3.38 10.67 0.232
H 1.25 2.68 9.15 0.227
H -0.83 7.87 7.11 0.341
H -0.88 6.63 5.84 0.252
H 0.53 7.69 5.99 0.236
C -1.62 -6.83 4.53 -0.750
O -0.80 -7.23 3.40 -0.101
P 0.66 -7.84 3.77 0.988
O 1.37 -7.90 2.49 -0.692
O 0.11 -9.27 4.28 -0.393
C -0.32 -10.20 3.29 -0.676
O 1.75 -7.79 4.94 -0.282
C 2.66 -6.67 4.94 -0.673
H -2.60 -6.54 4.16 0.218
H -1.73 -7.66 5.23 0.397
H -1.16 -5.97 5.03 0.300
H 0.06 -9.95 2.30 0.352
H -1.41 -10.23 3.26 0.238
H 0.05 -11.19 3.58 0.220
H 2.15 -5.73 4.73 0.332
H 3.43 -6.84 4.19 0.290
H 3.11 -6.62 5.92 0.239
C -0.16 2.28 -3.54 -0.499
O -0.45 1.79 -4.88 -0.287
P 0.45 2.33 -6.10 1.096
O -0.25 1.88 -7.32 -0.741
O 1.78 1.49 -5.74 -0.316
C 1.78 0.09 -6.03 -0.217
O 1.34 3.61 -6.50 -0.280
C 0.63 4.75 -7.01 -0.704
H -0.78 1.73 -2.84 0.228
H 0.89 2.13 -3.29 0.315
H -0.41 3.33 -3.48 0.222
H 1.01 -0.19 -6.74 0.351
H 1.64 -0.47 -5.11 0.269
H 2.75 -0.16 -6.45 -0.231
H -0.27 4.96 -6.43 0.331
H 0.36 4.58 -8.05 0.288
H 1.29 5.61 -6.95 0.245
C 5.70 -2.60 -10.98 -0.638
O 6.47 -2.78 -9.78 -0.273
P 5.84 -2.29 -8.36 0.869
O 6.96 -2.36 -7.42 -0.699
O 4.78 -3.50 -8.25 -0.340
C 5.27 -4.79 -7.89 -0.705
O 4.77 -1.25 -7.79 -0.079
C 5.22 0.11 -7.59 -0.733
H 6.23 -3.08 -11.79 0.232
H 4.71 -3.05 -10.87 0.323
H 5.59 -1.54 -11.21 0.263
H 6.26 -4.73 -7.43 0.356
H 5.31 -5.43 -8.77 0.236
H 4.57 -5.22 -7.17 0.224
H 5.81 0.46 -8.43 0.376
H 5.80 0.17 -6.67 0.293
H 4.33 0.74 -7.50 0.240
```


No. 2
Formula: C19H55BN5O7
Source: the Open Molecules 2025 dataset
Level of theory: ωB97M-V/def2-TZVPD

spin multiplicity = 2
electronic energy = -43048.9253 eV
F_max = 5.7 eV/A
<S²> = 0.750
total charge = -2

```
87
Properties=species:S:1:pos:R:3:lowdin_spin:R:1
B 0.39 -0.73 1.64 0.002
H 0.49 -1.53 2.36 0.000
H 1.31 -0.20 1.76 0.000
H 0.41 -1.14 0.64 0.000
H -0.41 -0.05 1.90 0.000
C 1.92 -1.48 -5.43 0.087
C 1.44 -0.26 -4.55 0.002
C 0.75 0.82 -5.45 0.101
C -0.74 0.60 -5.64 0.149
C -1.36 0.34 -4.26 0.046
C -0.78 -0.85 -3.50 0.001
N 0.69 -0.63 -3.31 0.002
O 1.28 -1.59 -2.53 0.005
C -1.61 -0.88 -2.10 0.007
C -1.08 -2.22 -4.23 0.062
C 2.72 0.52 -3.99 0.025
H 2.90 -1.31 -5.86 0.016
H 1.26 -1.75 -6.26 0.034
H 1.98 -2.38 -4.83 0.008
H 0.75 1.79 -4.95 0.030
H 1.24 0.92 -6.42 0.046
H -0.91 -0.17 -6.40 0.040
H -1.20 1.49 -6.07 0.070
H -2.40 0.14 -4.52 0.028
H -1.28 1.23 -3.63 0.010
H -1.03 -0.26 -1.43 0.001
H -2.66 -0.58 -2.06 0.005
H -1.67 -1.87 -1.66 0.001
H -2.12 -2.43 -4.44 0.019
H -0.54 -2.37 -5.16 0.014
H -0.70 -3.10 -3.72 0.008
H 2.51 1.46 -3.50 0.010
H 3.25 0.84 -4.89 0.010
H 3.26 -0.22 -3.39 0.001
H 1.71 -1.06 -1.85 0.000
C -2.32 0.07 4.59 0.001
O -3.08 0.12 5.53 0.000
N -1.22 -0.60 4.49 0.000
N -2.43 0.98 3.62 0.000
H -0.73 -0.59 3.60 0.000
H -0.98 -1.34 5.13 0.000
H -1.95 0.67 2.79 0.000
H -3.30 1.48 3.62 0.001
C 3.79 0.12 -0.33 0.004
O 4.87 0.33 -0.92 0.002
N 3.59 -0.56 0.74 0.001
N 2.61 0.61 -0.70 0.001
H 4.39 -0.75 1.33 0.001
H 2.68 -0.72 1.13 0.000
H 2.59 1.17 -1.54 0.003
H 1.83 0.54 -0.07 0.000
C 1.58 4.16 2.36 0.013
C 1.12 2.68 2.70 0.002
O 1.10 2.15 1.35 0.006
H 2.62 4.14 2.03 0.002
H 1.62 4.79 3.25 0.002
H 0.98 4.49 1.51 0.003
H 0.03 2.70 2.84 0.000
H 1.62 2.08 3.45 0.001
H 0.93 1.20 1.32 0.000
C 2.09 -2.19 6.09 0.001
C 2.55 -0.98 5.38 0.002
O 2.49 -1.21 4.09 0.001
H 2.12 -2.13 7.17 0.000
H 2.78 -3.00 5.86 0.000
H 1.15 -2.73 5.94 0.000
H 3.55 -0.85 5.80 0.000
H 1.96 -0.09 5.60 0.000
H 2.13 -0.49 3.58 0.000
C -2.68 3.22 -0.83 0.054
C -2.32 2.76 0.57 0.005
O -2.46 1.35 0.68 0.004
H -2.14 4.10 -1.19 0.019
H -3.69 3.64 -0.83 0.008
H -2.68 2.43 -1.57 0.007
H -2.91 3.24 1.35 0.002
H -1.32 2.97 0.96 0.001
H -1.69 0.88 0.35 0.000
C -4.28 -2.76 1.36 0.005
C -3.07 -2.24 2.10 0.000
O -1.92 -2.70 1.31 0.002
H -5.12 -2.30 1.88 0.001
H -4.40 -3.84 1.27 0.001
H -4.31 -2.28 0.38 0.002
H -3.20 -2.59 3.12 0.000
H -3.11 -1.15 2.24 0.000
H -1.22 -2.05 1.25 0.000
```


No. 3
Formula: C19H55BeNO19S6
Source: the Open Molecules 2025 dataset
Level of theory: ωB97M-V/def2-TZVPD

electronic energy = -126367.1624 eV
F_max = 5.5 eV/A
total charge = +2
relative energy (zero: lowest compared OMol25 entry of this formula, charge and spin) = 947.7 kJ/mol

```
101
Properties=species:S:1:pos:R:3:mulliken_charge:R:1
Be -6.11 1.30 3.13 0.697
N -4.33 3.42 -2.69 -0.451
H -4.87 3.94 -2.02 0.389
H -3.74 2.95 -2.02 0.305
H -3.88 3.92 -3.45 0.359
H -5.06 2.77 -2.95 0.396
C -0.97 1.00 0.62 -0.393
O -2.32 1.11 0.76 -0.215
H -0.47 1.92 0.91 0.324
H -0.45 0.21 1.17 0.260
H -0.73 0.82 -0.43 0.291
O -0.61 -5.64 -5.43 -0.580
S -1.04 -4.46 -6.20 1.065
O -0.59 -4.22 -7.56 -0.608
O -2.64 -4.58 -6.34 -0.173
C -3.19 -5.31 -7.35 -0.192
C -4.63 -5.11 -7.02 -1.181
C -1.03 -2.88 -5.23 -0.910
H -2.85 -6.34 -7.38 0.361
H -3.00 -4.86 -8.32 0.279
H -5.10 -5.73 -6.26 0.295
H -5.28 -5.24 -7.89 0.367
H -4.79 -4.08 -6.71 0.286
H 0.03 -2.62 -5.16 0.428
H -1.21 -3.13 -4.19 0.294
H -1.61 -2.14 -5.78 0.291
O -1.01 9.20 -3.62 -0.591
S -0.56 8.10 -4.54 1.091
O -1.42 7.04 -5.06 -0.599
O 0.19 8.91 -5.84 -0.275
C -0.56 9.80 -6.54 -0.226
C 0.04 9.82 -8.01 -1.153
C 0.90 7.24 -3.83 -0.868
H -0.48 10.78 -6.06 0.276
H -1.61 9.50 -6.51 0.376
H 1.12 9.95 -7.91 0.317
H -0.38 10.66 -8.56 0.359
H -0.07 8.85 -8.50 0.304
H 1.70 7.95 -3.62 0.319
H 1.10 6.52 -4.62 0.324
H 0.69 6.86 -2.83 0.349
O 3.47 2.43 7.87 -0.555
S 4.43 2.32 6.80 1.108
O 5.54 3.20 6.75 -0.579
O 4.99 0.70 6.76 -0.342
C 6.15 0.39 5.86 -0.129
C 6.85 -0.83 6.40 -1.108
C 3.58 2.37 5.15 -0.830
H 6.80 1.27 5.88 0.371
H 5.79 0.16 4.86 0.242
H 7.25 -1.34 5.52 0.333
H 6.15 -1.44 6.96 0.291
H 7.68 -0.51 7.03 0.282
H 4.33 2.02 4.43 0.283
H 3.42 3.45 5.08 0.366
H 2.76 1.66 5.23 0.269
O -2.30 2.60 8.10 -0.565
S -2.67 1.21 8.00 1.081
O -3.75 0.87 7.03 -0.650
O -1.39 0.42 7.48 -0.293
C -1.52 -0.82 6.91 -0.147
C -0.43 -1.81 7.38 -1.113
C -2.84 0.36 9.64 -0.838
H -1.22 -0.79 5.86 0.192
H -2.51 -1.26 6.97 0.388
H -0.05 -2.34 6.51 0.346
H -0.96 -2.52 8.02 0.304
H 0.31 -1.29 7.98 0.306
H -2.86 -0.72 9.52 0.309
H -3.79 0.69 10.04 0.361
H -1.96 0.60 10.23 0.335
O 3.89 0.40 -3.07 -0.587
S 4.65 -0.02 -1.88 1.011
O 4.46 0.62 -0.55 -0.577
O 4.48 -1.70 -1.79 -0.282
C 4.35 -2.26 -0.49 -0.139
C 4.41 -3.82 -0.74 -1.111
C 6.37 -0.08 -2.43 -0.875
H 3.45 -1.90 0.01 0.254
H 5.17 -1.98 0.17 0.345
H 5.43 -4.17 -0.59 0.287
H 4.08 -4.15 -1.73 0.328
H 3.73 -4.42 -0.14 0.333
H 6.76 0.91 -2.65 0.369
H 6.45 -0.55 -3.41 0.334
H 6.89 -0.74 -1.72 0.311
O -3.88 -6.30 -2.04 -0.528
S -4.84 -5.63 -1.14 1.058
O -6.27 -6.07 -1.08 -0.548
O -4.19 -5.48 0.41 -0.309
C -2.83 -5.17 0.60 0.056
C -2.47 -5.65 1.92 -1.398
C -4.70 -3.75 -1.32 -0.919
H -2.53 -4.13 0.53 0.255
H -2.18 -5.71 -0.08 0.328
H -3.06 -5.08 2.64 0.301
H -1.40 -5.74 2.09 0.380
H -2.74 -6.69 2.10 0.351
H -5.22 -3.33 -2.19 0.400
H -3.64 -3.52 -1.37 0.223
H -5.07 -3.15 -0.48 0.351
```


No. 4
Formula: C19H55FO9S8Tl
Source: the Open Molecules 2025 dataset
Level of theory: ωB97M-V/def2-TZVPD

electronic energy = -133095.8718 eV
F_max = 3.4 eV/A
total charge = +1
relative energy (zero: lowest compared OMol25 entry of this formula, charge and spin) = 208.5 kJ/mol

```
93
Properties=species:S:1:pos:R:3:mulliken_charge:R:1
Tl -0.27 0.16 -0.14 1.815
F -2.12 1.96 -1.62 -0.725
C -2.38 -2.25 -3.50 -1.214
C -1.83 -3.09 -2.32 1.080
C -1.19 -4.35 -2.79 -1.267
O -0.94 -2.37 -1.50 -0.179
H -1.50 -1.99 -4.09 0.146
H -2.80 -1.30 -3.16 0.294
H -3.06 -2.79 -4.16 0.427
H -2.67 -3.33 -1.66 -0.374
H -1.82 -4.99 -3.42 0.412
H -0.77 -4.99 -2.01 0.300
H -0.38 -4.13 -3.49 0.217
C -4.67 -2.54 0.99 -0.934
S -4.13 -0.81 1.09 0.375
O -2.64 -0.73 0.90 -0.121
C -5.00 -0.49 -0.52 -1.009
H -4.45 -2.87 -0.03 0.211
H -5.71 -2.70 1.25 0.424
H -4.02 -3.07 1.69 0.195
H -4.83 0.48 -0.99 0.344
H -6.08 -0.61 -0.44 0.439
H -4.63 -1.24 -1.22 0.145
C -0.60 -4.44 1.44 -0.394
S 0.51 -3.30 2.30 0.403
O 0.32 -1.97 1.61 -0.432
C -0.39 -3.39 3.92 -0.883
H -1.67 -4.26 1.55 0.097
H -0.34 -5.41 1.85 0.501
H -0.43 -4.39 0.36 -0.195
H -1.44 -3.16 3.75 0.150
H 0.00 -2.63 4.59 0.319
H -0.32 -4.36 4.43 0.419
C 1.99 2.44 4.10 -1.007
S 1.25 0.75 3.85 0.294
O 0.71 0.82 2.44 -0.306
C 2.85 -0.21 3.82 -0.642
H 2.52 2.48 5.05 0.528
H 1.27 3.25 4.02 0.292
H 2.75 2.49 3.31 0.157
H 3.47 0.01 4.69 0.462
H 3.39 0.11 2.94 -0.003
H 2.56 -1.26 3.76 0.217
C 3.83 -3.49 -0.94 -1.177
S 2.18 -2.71 -1.38 0.557
O 2.12 -1.38 -0.58 -0.483
C 2.50 -2.34 -3.11 -0.590
H 3.87 -4.47 -1.42 0.447
H 3.90 -3.77 0.11 0.361
H 4.72 -2.92 -1.20 0.325
H 2.54 -3.23 -3.74 0.482
H 3.45 -1.80 -3.11 0.383
H 1.76 -1.70 -3.59 -0.412
C -0.62 5.10 -0.08 -1.194
S 0.13 3.98 1.17 0.634
O 0.76 2.84 0.46 -0.235
C 1.35 5.12 1.88 -1.197
H -1.19 5.92 0.36 0.432
H -1.29 4.50 -0.71 0.293
H 0.07 5.43 -0.85 0.354
H 2.07 5.39 1.10 0.379
H 1.97 4.75 2.69 0.357
H 0.76 5.96 2.24 0.406
C 4.90 0.94 -1.31 -0.564
S 3.88 1.67 0.03 0.353
O 2.54 1.01 0.20 -0.281
C 3.54 3.24 -0.89 -0.258
H 5.97 1.14 -1.31 0.463
H 4.48 1.26 -2.27 0.165
H 4.73 -0.13 -1.32 -0.116
H 4.45 3.80 -1.08 0.553
H 2.80 3.80 -0.31 -0.264
H 3.13 3.07 -1.88 -0.304
C 1.37 2.85 -4.32 -0.910
S 1.51 1.06 -3.98 0.360
O 0.89 0.93 -2.57 -0.188
C 0.17 0.61 -5.12 -0.809
H 1.70 3.38 -3.43 0.091
H 0.35 3.18 -4.54 0.334
H 1.87 3.15 -5.25 0.464
H 0.09 -0.46 -4.89 -0.005
H 0.58 0.66 -6.13 0.471
H -0.79 1.08 -4.89 0.336
C -2.85 0.82 4.30 -0.638
S -2.50 2.16 3.10 0.354
O -1.73 1.66 1.88 -0.397
C -4.19 2.70 2.69 -0.847
H -1.92 0.32 4.57 0.143
H -3.44 0.08 3.76 0.102
H -3.34 1.18 5.21 0.454
H -4.60 3.01 3.65 0.402
H -4.67 1.80 2.31 0.105
H -4.35 3.38 1.85 0.329
```